28
Properties=species:S:1:pos:R:3:forces:R:3 method="wB97M-V/def2-TZVPD" gap_ha=0.205 de_lowest_kcal_mol=71.8 total_energy_ha=-339.5534 lumo_energy_ha=-0.05035
Cs 3.2844 -0.5761 0.3113 0.1595 0.1979 -0.4959
B 5.7160 0.8754 -3.7354 -0.1530 0.0300 0.2044
H 6.2987 1.0288 -4.6304 2.3078 0.4942 -3.6024
H 6.1215 0.0217 -3.2149 1.6804 -3.5474 2.4293
H 5.7802 1.7944 -3.1735 0.2000 3.6609 2.6110
H 4.6948 0.6845 -4.0270 -4.3560 -0.8178 -1.1225
C -1.4753 -2.6413 1.2012 -0.1117 0.4149 -0.4036
C -1.9553 -1.4379 0.3814 -0.2534 -0.2600 0.0378
N -1.3932 -0.1904 0.8193 1.4464 1.7159 0.8533
C -1.6832 0.9393 -0.1194 0.5436 0.1672 -0.4268
C -1.1794 0.7040 -1.5536 0.2661 -1.4309 -0.0359
C -1.7092 0.1554 2.2401 0.4715 1.3138 0.1437
C -0.7981 1.2224 2.9489 0.0090 -0.6815 -1.7291
H -2.1189 -3.5028 1.0230 0.0261 0.0215 0.0768
H -1.4612 -2.4036 2.2648 0.0003 -0.3386 -0.1374
H -0.4704 -2.8957 0.8644 0.1061 -0.0947 0.2073
H -1.6541 -1.5884 -0.6552 -0.1289 -0.0341 -0.0200
H -3.0405 -1.3354 0.3885 -0.5030 -0.3820 0.0182
H -2.7415 1.1974 -0.1561 -0.3845 -0.1438 0.2085
H -1.1660 1.8644 0.1349 0.0074 -0.2096 0.9217
H -1.8912 0.1505 -2.1661 -0.0891 0.1579 -0.0689
H -0.7895 1.5360 -2.1401 -0.5029 0.4362 0.4429
H -0.3177 0.0409 -1.4770 0.2118 -0.1791 0.0055
H -1.6401 -0.6792 2.9379 -0.4754 -0.2867 -0.6421
H -2.6886 0.6323 2.2772 -0.5974 -0.4567 0.0919
H 0.2218 0.8405 2.9943 0.1121 0.0211 0.2364
H -1.1679 1.4547 3.9476 -0.0177 -0.0340 -0.1563
H -0.7762 2.1080 2.3137 0.0250 0.2655 0.3522


28
Properties=species:S:1:pos:R:3:forces:R:3 method="wB97M-V/def2-TZVPD" multiplicity=2 gap_ha="0.312 / 0.130" total_energy_ha=-339.3089 charge=+1 lumo_energy_ha="-0.12120 / -0.30309"
Cs -1.9412 0.1012 -1.9199 0.0201 -0.0959 0.2182
B -1.0782 3.0643 -4.2944 -3.7544 -1.2842 -0.8796
H -1.1434 2.6863 -5.3029 0.9169 -2.5996 -3.4815
H -1.3171 4.1058 -4.1441 0.4273 4.5847 2.1581
H -1.7075 2.5003 -3.6235 -3.3025 -1.7414 1.8587
H -0.0697 2.9244 -3.9372 5.7605 1.0689 0.3443
C 0.3932 0.5790 2.9410 -0.7172 0.2860 0.8275
C -0.3485 0.5346 1.5967 2.0823 0.1745 0.2638
N 0.0374 -0.6602 0.8207 -2.1307 -0.6665 0.0118
C 1.3589 -0.7839 0.2895 0.8085 1.6525 -0.2048
C 1.6109 0.3288 -0.7442 0.0089 -0.5146 -0.5859
C -0.3544 -1.8714 1.5590 -1.1158 0.2641 -0.4162
C -0.8038 -2.9903 0.6383 1.1496 -0.5343 -0.1655
H 0.3972 1.5716 3.3915 -0.2806 0.1612 -0.1450
H 1.4515 0.3192 2.9174 -0.1255 -0.3168 -0.3819
H -0.1324 -0.0567 3.6536 0.3131 -0.1655 0.1288
H -1.4316 0.5597 1.7165 0.0264 -0.1303 0.1008
H -0.0409 1.4580 1.1060 -0.2224 -0.1169 -0.5841
H 2.0982 -0.6713 1.0825 0.3784 -0.1501 0.1695
H 1.5074 -1.7692 -0.1523 -0.1561 0.0739 -0.0298
H 2.6164 0.3078 -1.1646 0.1546 0.1148 0.3953
H 0.9949 0.1712 -1.6296 -0.2638 -0.1795 -0.1501
H 1.3636 1.3338 -0.4023 0.3111 -0.1026 0.2707
H -1.2339 -1.6327 2.1569 0.0409 0.2718 0.1714
H 0.3940 -2.2223 2.2696 0.3067 -0.0183 -0.0397
H -1.4198 -2.6684 -0.2014 -0.5188 0.1515 0.3745
H -1.2558 -3.7801 1.2383 -0.2729 0.0114 -0.2891
H 0.0548 -3.4394 0.1390 0.1554 -0.1987 0.0598


33
Properties=species:S:1:pos:R:3:forces:R:3 method="wB97M-V/def2-TZVPD" multiplicity=2 gap_ha="0.243 / 0.225" de_lowest_kcal_mol=0.0 total_energy_ha=-725.9143 charge=+4 lumo_energy_ha="-0.68575 / -0.69211"
Ir -0.0256 -0.0402 -0.2235 -0.3004 0.1806 -0.1412
N 1.9822 0.1772 0.2711 -0.1815 -0.1480 0.0601
C 2.3551 1.6108 0.6061 -0.0017 0.0832 0.0051
C 1.5960 2.4706 -0.3718 0.0427 -0.0326 -0.0265
N 0.1380 2.0718 -0.2518 -0.0741 -0.1006 0.0952
H 2.3491 -0.4687 0.9768 0.0174 0.0424 0.0562
H 2.4819 -0.0640 -0.6039 0.0556 -0.0586 0.0168
H 3.4359 1.7350 0.5165 0.0049 -0.0334 -0.0386
H 2.0821 1.7928 1.6468 -0.0323 -0.0022 -0.0090
H 1.9085 2.2874 -1.4026 -0.0075 0.0248 -0.0090
H 1.7149 3.5368 -0.1743 -0.0224 -0.0091 0.0631
H -0.3991 2.5427 -0.9871 0.0201 -0.0100 -0.0299
H -0.2115 2.4538 0.6337 -0.0282 0.1046 -0.0571
C -5.1057 -1.8601 0.0572 -0.0212 -0.1204 -0.1845
N -4.0796 -0.8088 0.2846 0.4262 -0.0542 0.0516
C -4.6472 0.5417 0.5216 -0.2334 0.0150 -0.0211
C -2.7940 -1.0598 0.2182 -0.6196 0.0633 0.1017
N -1.8992 -0.0201 0.0340 0.8345 0.0393 -0.2189
N -2.3452 -2.3568 0.2413 0.2453 -0.1364 -0.0504
C -1.0760 -2.8485 0.0414 -0.3236 -0.0310 0.0421
N -0.8880 -4.1341 0.1033 0.0446 -0.0029 -0.0279
N -0.0452 -1.9932 -0.2036 0.1076 0.1879 0.0517
H -6.0655 -1.4798 0.3952 0.0032 -0.0235 0.0059
H -4.8915 -2.7870 0.5899 -0.0456 0.0676 0.1469
H -5.1498 -2.0585 -1.0211 -0.0154 0.0207 0.0474
H -5.4585 0.4156 1.2420 0.0866 0.0268 0.0498
H -5.0898 0.9219 -0.4053 0.1134 -0.0275 -0.0128
H -3.9199 1.2260 0.9496 -0.0590 0.0510 0.0189
H -2.3681 0.8876 0.0561 -0.0343 -0.0356 0.1183
H -3.0467 -3.0450 0.4993 0.0073 -0.0080 -0.0494
H -1.6354 -4.8079 0.2694 -0.0051 -0.0050 0.0025
H 0.0325 -4.5554 -0.0177 0.0002 -0.0143 -0.0078
H 0.8283 -2.4921 -0.3758 -0.0041 -0.0539 -0.0491